Entry 1:
# C52H48AsCaF3N3O3PS7

A molecular structure, C52H48AsCaF3N3O3PS7 (the ωB97M-V functional and the def2-TZVPD basis, the Open Molecules 2025 dataset).

Values from the calculation:
E_tot, eV: -237889.415
Gap between HOMO and LUMO, eV: 4.98
ΔE to the lowest compared entry with this formula, charge and spin, eV: 0.000
Charge: -2
Spin multiplicity: 1
LUMO, eV: 3.5

CARTESIAN COORDINATES (ANGSTROEM)
Ca1 -1.646 0.429 0.779
S1 -1.196 4.445 7.371
C1 -1.171 3.480 6.004
S2 -0.124 3.718 4.670
C2 -0.641 2.383 3.653
C3 -1.642 1.628 4.170
S3 -2.403 0.202 3.515
S4 -2.213 2.146 5.747
S5 0.202 2.197 2.139
N1 -3.794 3.383 -2.154
C4 -4.404 3.732 -0.912
C5 -5.382 4.660 -0.657
C6 -5.844 4.806 0.663
C7 -5.285 4.034 1.673
C8 -4.292 3.087 1.419
C9 -3.855 2.905 0.100
N2 -2.985 1.995 -0.404
C10 -2.769 2.359 -1.804
C11 -1.385 2.982 -1.831
C12 -1.048 4.257 -2.142
S6 0.627 4.506 -1.834
C13 0.753 2.875 -1.309
N3 -0.347 2.202 -1.364
H1 -4.465 3.011 -2.813
H2 -5.788 5.271 -1.458
H3 -6.610 5.539 0.893
H4 -5.622 4.172 2.695
H5 -3.875 2.489 2.224
H6 -1.713 5.033 -2.486
H7 1.687 2.468 -0.938
F1 -1.070 -4.121 -1.135
C14 -2.176 -3.335 -1.120
F2 -2.485 -3.079 -2.396
F3 -3.161 -4.064 -0.596
C15 -1.884 -2.038 -0.319
O1 -1.153 -1.197 -0.894
O2 -2.365 -1.935 0.820
C16 -6.326 0.685 0.253
S7 -4.914 -0.429 0.327
O3 -4.857 -1.092 -1.006
C17 -5.641 -1.616 1.457
C18 -5.585 -1.363 2.821
C19 -6.106 -2.303 3.699
C20 -6.661 -3.480 3.213
C21 -6.686 -3.730 1.846
C22 -6.167 -2.796 0.959
H8 -7.178 0.138 -0.152
H9 -6.032 1.510 -0.397
H10 -6.533 1.077 1.250
H11 -5.089 -0.469 3.189
H12 -6.053 -2.124 4.767
H13 -7.054 -4.217 3.904
H14 -7.093 -4.662 1.471
H15 -6.132 -2.968 -0.111
C23 -2.884 2.264 -5.009
C24 -2.184 1.248 -4.108
C25 -2.156 -0.131 -4.764
C26 -2.815 1.126 -2.719
H16 -2.401 2.315 -5.990
H17 -2.869 3.263 -4.570
H18 -3.930 1.975 -5.169
H19 -1.147 1.576 -3.977
H20 -3.174 -0.512 -4.901
H21 -1.623 -0.849 -4.135
H22 -1.673 -0.095 -5.746
H23 -2.300 0.323 -2.192
H24 -3.859 0.802 -2.795
C27 3.130 0.505 0.890
C28 4.311 -0.383 1.271
As1 6.000 0.623 1.269
C29 7.188 -0.931 1.470
C30 7.251 -1.957 0.530
C31 8.069 -3.058 0.737
C32 8.837 -3.150 1.891
C33 8.784 -2.135 2.834
C34 7.964 -1.032 2.621
C35 6.221 0.853 -0.669
C36 5.442 0.214 -1.632
C37 5.662 0.436 -2.986
C38 6.670 1.297 -3.398
C39 7.454 1.940 -2.448
C40 7.223 1.723 -1.096
P1 1.544 -0.318 0.395
C41 2.113 -1.338 -1.027
C42 1.768 -0.846 -2.286
C43 2.223 -1.468 -3.443
C44 3.019 -2.601 -3.355
C45 3.345 -3.121 -2.107
C46 2.891 -2.496 -0.954
C47 1.287 -1.539 1.729
C48 0.780 -2.812 1.466
C49 0.407 -3.651 2.506
C50 0.533 -3.232 3.822
C51 1.027 -1.964 4.094
C52 1.396 -1.121 3.058
H25 3.382 1.136 0.031
H26 2.861 1.196 1.693
H27 4.419 -1.225 0.586
H28 4.177 -0.801 2.268
H29 6.656 -1.892 -0.376
H30 8.104 -3.849 -0.003
H31 9.474 -4.011 2.054
H32 9.378 -2.200 3.738
H33 7.926 -0.241 3.362
H34 4.646 -0.464 -1.348
H35 5.033 -0.067 -3.711
H36 6.839 1.473 -4.453
H37 8.238 2.620 -2.758
H38 7.828 2.243 -0.361
H39 1.113 0.019 -2.348
H40 1.937 -1.075 -4.412
H41 3.369 -3.091 -4.256
H42 3.948 -4.019 -2.032
H43 3.130 -2.921 0.014
H44 0.648 -3.143 0.443
H45 -0.012 -4.625 2.279
H46 0.217 -3.877 4.633
H47 1.087 -1.610 5.116
H48 1.712 -0.108 3.278



Entry 2:
# C4H25NO8

9 unconnected molecules or ions with the total composition C4H25NO8 (the ωB97M-V functional and the def2-TZVPD basis, the Open Molecules 2025 dataset).

Values from the calculation:
E_tot, eV: -22413.014
Gap between HOMO and LUMO (alpha / beta), eV: 10.10 / 5.48
ΔE to the lowest compared entry with this formula, charge and spin, eV: 2.595
Charge: +1
Spin multiplicity: 2
LUMO (alpha / beta), eV: -3.7 / -8.3

CARTESIAN COORDINATES (ANGSTROEM)
N1 -0.338 -2.675 -0.149
C1 0.952 -2.768 -0.872
C2 2.115 -2.157 -0.041
C3 1.334 -1.506 1.120
C4 -0.055 -2.118 1.130
H1 -0.895 -3.631 -0.148
H2 1.287 -3.792 -1.043
H3 0.632 -2.278 -1.820
H4 2.940 -2.788 0.295
H5 2.718 -1.430 -0.655
H6 1.770 -1.962 2.015
H7 1.111 -0.389 1.134
H8 -0.087 -2.841 1.967
H9 -0.869 -1.307 1.351
H10 1.843 2.320 -1.698
H11 0.467 1.857 -2.363
O1 0.879 2.544 -1.724
H12 -2.073 -1.057 -0.251
H13 -3.486 -1.229 -1.045
O2 -2.765 -0.620 -0.890
H14 -1.093 0.781 3.190
H15 0.341 1.430 3.652
O3 -0.199 0.675 3.383
H16 -1.634 1.364 1.274
H17 -2.773 1.143 0.108
O4 -2.598 1.282 1.127
H18 0.509 2.107 1.181
H19 0.128 3.368 0.189
O5 -0.015 2.946 1.030
H20 1.848 2.480 0.441
H21 3.165 1.917 0.843
O6 2.307 1.602 0.552
H22 -0.137 -0.401 -1.767
H23 -0.971 0.629 -2.619
O7 -0.192 0.094 -2.515
H24 -1.666 2.861 -2.182
H25 -2.469 1.524 -1.706
O8 -2.033 2.025 -2.492



Entry 3:
# C24H23NO3

C24H23NO3 in the gas phase (the ωB97M-V functional and the def2-TZVPD basis, the Open Molecules 2025 dataset).

Values from the calculation:
E_tot, eV: -32895.472
Gap between HOMO and LUMO, eV: 9.21
ΔE to the lowest compared entry with this formula, charge and spin, eV: 0.000
Spin multiplicity: 1
SMILES string: CC[C@@H](C(=O)OCC(=O)Nc1ccccc1-c1ccccc1)c1ccccc1
LUMO, eV: 0.7

CARTESIAN COORDINATES (ANGSTROEM)
C1 -0.610 -0.347 -2.665
C2 -2.000 -0.225 -2.054
C3 -1.932 0.200 -0.580
C4 -1.368 1.601 -0.471
O1 -1.641 2.531 -1.178
O2 -0.504 1.672 0.560
C5 0.192 2.894 0.771
C6 1.716 2.719 0.673
O3 2.456 3.668 0.795
N1 2.073 1.434 0.460
C7 3.342 0.861 0.336
C8 4.496 1.631 0.248
C9 5.725 1.021 0.080
C10 5.816 -0.358 -0.015
C11 4.670 -1.127 0.071
C12 3.425 -0.539 0.259
C13 2.227 -1.394 0.372
C14 1.379 -1.301 1.476
C15 0.262 -2.112 1.574
C16 -0.026 -3.026 0.573
C17 0.818 -3.135 -0.521
C18 1.937 -2.327 -0.620
C19 -3.301 0.182 0.060
C20 -3.600 -0.758 1.037
C21 -4.859 -0.799 1.610
C22 -5.830 0.104 1.216
C23 -5.537 1.049 0.247
C24 -4.280 1.087 -0.330
H1 -0.681 -0.679 -3.698
H2 -0.006 -1.065 -2.113
H3 -0.102 0.615 -2.654
H4 -2.581 0.513 -2.608
H5 -2.518 -1.184 -2.114
H6 -1.272 -0.478 -0.031
H7 -0.051 3.267 1.770
H8 -0.129 3.636 0.031
H9 1.307 0.769 0.423
H10 4.417 2.703 0.314
H11 6.615 1.628 0.018
H12 6.775 -0.833 -0.153
H13 4.733 -2.204 0.012
H14 1.613 -0.611 2.274
H15 -0.381 -2.032 2.438
H16 -0.900 -3.655 0.646
H17 0.601 -3.850 -1.300
H18 2.590 -2.406 -1.477
H19 -2.843 -1.465 1.346
H20 -5.080 -1.538 2.367
H21 -6.812 0.074 1.665
H22 -6.290 1.759 -0.061
H23 -4.051 1.832 -1.078



Entry 4:
# C4H12ClHfN4O12

A molecular structure, C4H12ClHfN4O12 (the ωB97M-V functional and the def2-TZVPD basis, the Open Molecules 2025 dataset).

Values from the calculation:
E_tot, eV: -48638.590
Gap between HOMO and LUMO, eV: 2.71
Charge: +3
Spin multiplicity: 1
LUMO, eV: -15.5

CARTESIAN COORDINATES (ANGSTROEM)
Hf1 -2.784 0.565 1.437
Cl1 -0.256 -1.074 0.491
O1 -0.346 -2.040 -0.569
O2 0.006 -1.580 1.773
O3 0.688 -0.099 0.198
O4 -1.459 -0.345 0.603
C1 -2.329 0.768 -2.569
N1 -2.184 1.601 -1.400
O5 -2.033 2.806 -1.488
O6 -2.338 1.133 -0.267
H1 -3.343 0.933 -2.932
H2 -2.219 -0.263 -2.235
H3 -1.608 1.034 -3.341
C2 0.632 0.874 3.316
N2 -0.794 0.441 3.400
O7 -1.435 0.474 2.364
O8 -1.270 0.375 4.501
H4 0.736 1.901 3.664
H5 0.865 0.603 2.286
H6 1.248 0.148 3.846
C3 1.820 -3.104 -0.783
N3 1.925 -3.141 0.705
O9 1.213 -3.971 1.216
O10 2.850 -2.592 1.252
H7 2.386 -3.880 -1.299
H8 2.284 -2.208 -1.198
H9 0.787 -2.990 -1.111
C4 1.365 2.146 -1.213
N4 0.486 1.692 -2.309
O11 0.533 2.376 -3.368
O12 -0.197 0.657 -2.202
H10 1.049 3.080 -0.748
H11 2.356 2.212 -1.663
H12 1.365 1.469 -0.358